No. 1
{
  "formula": "C32H46BiN3O2SbSi3",
  "method": "wB97M-V/def2-TZVPD",
  "total_charge": 3,
  "fmax_ha_per_bohr": 0.00465,
  "relative_energy_kcal_mol": 5.3,
  "homo_energy_ev": -16.30,
  "elements": ["Bi", "C", "O", "C", "N", "C", "C", "C", "C", "C", "C", "C", "C", "C", "C", "C", "C", "N", "C", "N", "C", "C", "O", "C", "C", "C", "C", "C", "C", "H", "H", "H", "H", "H", "H", "H", "H", "H", "H", "H", "H", "H", "H", "H", "H", "H", "H", "H", "C", "Si", "C", "C", "Sb", "Si", "C", "C", "C", "Si", "C", "C", "C", "H", "H", "H", "H", "H", "H", "H", "H", "H", "H", "H", "H", "H", "H", "H", "H", "H", "H", "H", "H", "H", "H", "H", "H", "H", "H", "H"],
  "coordinates": [[-0.0273, -0.4149, 1.1950], [3.1077, 0.9600, -2.1737], [2.7539, 2.0495, -1.2555], [1.8621, 1.5646, -0.4330], [1.4791, 0.3498, -0.5630], [2.3001, -0.2540, -1.6637], [3.0780, -1.4521, -1.1544], [4.4267, -1.6414, -1.4263], [5.0811, -2.7845, -0.9807], [4.3967, -3.7516, -0.2645], [3.0420, -3.5849, -0.0096], [2.3941, -2.4482, -0.4604], [1.3861, 2.4310, 0.6586], [1.8027, 3.7393, 0.8402], [1.3656, 4.4211, 1.9698], [0.5418, 3.7773, 2.8869], [0.1609, 2.4740, 2.6208], [0.5671, 1.8211, 1.5232], [-0.6639, 1.6487, 3.5161], [-1.0764, 0.4922, 3.1486], [-1.6722, -0.1730, 4.3366], [-1.6862, 0.9764, 5.3747], [-0.9151, 2.0565, 4.7301], [-0.8628, -1.3952, 4.6952], [-1.5130, -2.5889, 4.9898], [-0.7798, -3.7145, 5.3410], [0.6046, -3.6523, 5.3920], [1.2599, -2.4623, 5.1020], [0.5288, -1.3361, 4.7564], [2.8192, 1.2833, -3.1701], [4.1833, 0.8477, -2.1091], [1.6183, -0.5847, -2.4486], [4.9956, -0.9233, -1.9984], [6.1307, -2.9165, -1.2039], [4.9106, -4.6379, 0.0801], [2.4917, -4.3493, 0.5227], [1.3212, -2.3733, -0.3032], [2.4721, 4.1936, 0.1229], [1.6807, 5.4413, 2.1442], [0.2045, 4.2618, 3.7928], [-2.6913, -0.4740, 4.0981], [-2.6778, 1.3796, 5.5641], [-1.1813, 0.7343, 6.3055], [-2.5953, -2.6398, 4.9587], [-1.2907, -4.6367, 5.5823], [1.1739, -4.5289, 5.6694], [2.3382, -2.4093, 5.1656], [1.0553, -0.4033, 4.5733], [-3.9597, -1.8379, 2.2289], [-4.3925, -0.2798, 1.2905], [-4.5027, 1.2534, 2.3532], [-5.8787, -0.4608, 0.1929], [-2.4085, 0.0963, -0.3798], [-2.4870, 2.4847, -1.4427], [-1.1095, 2.5434, -2.6977], [-2.2283, 3.6800, -0.0309], [-4.1927, 2.5467, -2.1870], [-2.3612, -1.8754, -2.1242], [-1.3476, -1.2547, -3.5582], [-1.5337, -3.2592, -1.1783], [-4.1291, -2.2174, -2.5886], [-4.6547, -1.9698, 3.0626], [-2.9485, -1.8336, 2.6448], [-4.0556, -2.7196, 1.5920], [-5.1419, 1.0546, 3.2174], [-4.9676, 2.0696, 1.7967], [-3.5360, 1.5996, 2.7161], [-6.7623, -0.5963, 0.8229], [-5.8180, -1.3242, -0.4684], [-6.0485, 0.4334, -0.4099], [-0.1435, 2.2828, -2.2613], [-1.0279, 3.5557, -3.1015], [-1.2964, 1.8728, -3.5366], [-1.1740, 3.7620, 0.2374], [-2.8005, 3.4089, 0.8581], [-2.5614, 4.6749, -0.3376], [-4.5204, 1.5981, -2.6174], [-4.1963, 3.2796, -2.9979], [-4.9343, 2.8666, -1.4532], [-0.4038, -0.8185, -3.2302], [-1.8872, -0.5062, -4.1394], [-1.1195, -2.0846, -4.2311], [-0.4636, -3.0753, -1.0499], [-1.6219, -4.1933, -1.7387], [-1.9860, -3.4312, -0.1984], [-4.7369, -1.3159, -2.6860], [-4.6141, -2.8876, -1.8776], [-4.1374, -2.7131, -3.5628]],
  "forces_ev_per_a": [[0.13, -0.05, 0.12], [-0.01, 0.06, 0.02], [-0.04, -0.06, 0.04], [0.07, 0.01, -0.05], [-0.07, 0.22, 0.06], [-0.09, -0.11, 0.01], [0.07, 0.02, -0.10], [-0.03, 0.02, 0.06], [-0.01, -0.02, 0.02], [0.03, 0.02, -0.01], [-0.02, -0.01, 0.02], [0.00, -0.04, 0.02], [-0.07, -0.01, 0.12], [-0.02, -0.05, 0.03], [-0.02, -0.01, 0.02], [0.01, -0.04, -0.07], [0.04, 0.01, -0.10], [0.06, 0.07, -0.03], [-0.01, -0.06, 0.08], [0.00, 0.11, -0.10], [0.00, -0.02, 0.02], [0.07, 0.08, 0.00], [-0.01, -0.03, -0.06], [-0.08, -0.02, 0.03], [0.02, 0.02, -0.03], [-0.01, -0.01, 0.00], [0.00, -0.03, 0.00], [0.02, 0.01, 0.00], [0.03, 0.00, 0.02], [0.03, -0.03, -0.01], [0.01, -0.01, -0.03], [-0.04, -0.02, 0.04], [0.02, 0.02, -0.02], [0.01, 0.00, 0.00], [0.00, -0.01, 0.00], [0.00, -0.01, 0.00], [0.01, 0.03, -0.04], [0.00, 0.01, -0.01], [0.00, 0.01, 0.00], [0.00, 0.01, 0.01], [0.03, 0.08, 0.08], [0.00, -0.05, 0.03], [-0.02, 0.00, -0.01], [0.00, 0.00, 0.02], [0.00, 0.00, 0.00], [0.01, 0.00, 0.01], [0.01, 0.00, 0.00], [-0.01, 0.02, -0.01], [0.08, 0.04, -0.12], [-0.14, -0.01, 0.10], [0.02, -0.06, -0.09], [0.05, 0.01, 0.02], [-0.06, -0.04, -0.04], [0.05, 0.15, -0.09], [-0.05, -0.05, 0.07], [-0.05, -0.05, -0.05], [0.04, -0.04, 0.07], [0.04, -0.16, -0.16], [-0.04, 0.03, 0.13], [-0.02, 0.09, -0.01], [0.02, 0.05, 0.11], [-0.04, 0.01, 0.00], [-0.08, -0.07, -0.11], [-0.01, 0.01, -0.02], [-0.02, -0.03, 0.00], [0.01, 0.00, -0.01], [0.06, 0.00, 0.04], [-0.01, 0.01, 0.04], [0.01, 0.00, 0.01], [0.00, -0.01, -0.01], [0.02, 0.00, 0.02], [-0.03, 0.03, 0.01], [-0.01, -0.02, -0.01], [0.04, -0.02, 0.01], [-0.02, -0.01, -0.01], [0.00, 0.01, -0.03], [0.05, 0.01, 0.00], [0.01, 0.05, 0.01], [-0.01, -0.02, 0.01], [0.03, 0.00, -0.03], [-0.03, 0.02, 0.00], [0.00, -0.04, 0.01], [-0.05, -0.01, -0.02], [-0.02, -0.01, -0.04], [-0.02, 0.01, -0.02], [0.04, -0.01, -0.02], [-0.01, 0.01, 0.02], [0.04, -0.04, -0.01]],
  "mulliken_charge": [0.47, -0.29, -0.44, -0.81, 0.72, 0.54, 0.54, -0.63, -0.87, -0.52, -1.12, 1.15, 0.48, -0.29, -0.87, -0.59, 0.30, 0.28, -0.21, 0.46, 0.03, -0.53, -0.46, 0.28, -0.37, -0.91, -0.53, -1.03, -0.15, 0.30, 0.38, 0.17, 0.34, 0.42, 0.44, 0.48, -1.09, 0.62, 0.52, 0.65, 0.45, 0.35, 0.32, 0.47, 0.46, 0.47, 0.46, 0.50, -0.87, 0.48, -0.86, -1.04, -0.26, 0.36, -0.70, -0.66, -1.10, 0.52, -0.57, -0.77, -1.15, 0.43, 0.03, 0.52, 0.42, 0.47, 0.03, 0.43, 0.31, 0.32, -0.06, 0.45, 0.34, 0.06, 0.25, 0.53, 0.35, 0.43, 0.36, -0.10, 0.35, 0.44, -0.03, 0.48, 0.32, 0.37, 0.37, 0.43]
}



No. 2
{
  "formula": "C32H46BrGeN5O5S5SeTc",
  "method": "wB97M-V/def2-TZVPD",
  "total_charge": 2,
  "fmax_ha_per_bohr": 0.00799,
  "s2": 0.756,
  "relative_energy_kcal_mol": 0.0,
  "spin_multiplicity": 2,
  "homo_energy_ev": [-12.67, -12.85],
  "elements": ["Tc", "O", "C", "S", "C", "C", "S", "S", "S", "Br", "C", "C", "C", "C", "C", "C", "C", "C", "C", "C", "H", "H", "H", "H", "H", "H", "C", "C", "S", "O", "O", "C", "C", "N", "C", "N", "C", "C", "N", "O", "O", "C", "H", "H", "H", "H", "H", "H", "H", "H", "H", "H", "H", "H", "H", "C", "C", "N", "C", "C", "N", "C", "C", "H", "H", "H", "H", "H", "H", "H", "H", "H", "H", "H", "H", "H", "C", "Ge", "C", "C", "C", "Se", "C", "H", "H", "H", "H", "H", "H", "H", "H", "H", "H", "H", "H", "H", "H"],
  "coordinates": [[-0.4230, 0.4374, -0.1067], [-4.3287, 0.4121, 5.5199], [-3.6197, 0.4719, 4.5720], [-4.1911, 0.8884, 2.9209], [-2.6375, 0.8117, 2.1480], [-1.5801, 0.5277, 2.9305], [-0.0039, 0.2183, 2.2035], [-1.8513, 0.1834, 4.6237], [-2.6053, 0.9356, 0.3857], [2.1647, 0.5541, -0.3242], [3.0567, 0.9574, 1.3512], [4.4134, 0.8802, 1.2144], [5.2563, 1.4581, 2.1811], [4.7031, 2.1940, 3.1846], [3.2980, 2.2810, 3.3389], [2.7629, 3.1159, 4.3533], [1.4176, 3.2281, 4.5229], [0.5537, 2.3976, 3.7800], [1.0311, 1.5484, 2.8192], [2.4242, 1.5586, 2.4759], [4.8456, 0.4249, 0.3335], [6.3285, 1.3727, 2.0751], [5.3291, 2.7279, 3.8876], [3.4514, 3.6613, 4.9856], [1.0067, 3.8777, 5.2835], [-0.4947, 2.3820, 4.0409], [-2.3946, -7.4386, 4.4918], [-1.6813, -6.3351, 3.7215], [-0.6412, -7.0506, 2.4637], [-1.4837, -7.7182, 1.5072], [0.4481, -7.7237, 3.1055], [0.0569, -5.6312, 1.6041], [-0.8298, -5.2002, 0.4457], [-0.4283, -3.8767, -0.0666], [-0.9251, -2.6955, 0.3602], [-0.3556, -1.6813, -0.2993], [0.5411, -2.2350, -1.1766], [0.5042, -3.5787, -1.0304], [1.3389, -4.5262, -1.7255], [1.3522, -5.6704, -1.3257], [1.9508, -4.0852, -2.6740], [-2.0010, -2.5863, 1.3759], [-3.0427, -6.9886, 5.2420], [-1.6764, -8.0814, 4.9971], [-3.0057, -8.0456, 3.8266], [-1.0310, -5.7420, 4.3659], [-2.3900, -5.6753, 3.2147], [1.0278, -5.9764, 1.2475], [0.2252, -4.8283, 2.3240], [-1.8782, -5.1389, 0.7245], [-0.7558, -5.9090, -0.3709], [1.1479, -1.6662, -1.8566], [-2.7762, -3.3300, 1.1969], [-2.4608, -1.6053, 1.3087], [-1.6174, -2.7322, 2.3882], [-0.1558, 5.1336, -1.8312], [-0.2958, 3.6160, -1.5797], [-0.0760, 3.2822, -0.1661], [-1.1272, 3.9151, 0.6467], [-1.2094, 5.4306, 0.3698], [-0.0336, 5.7984, -0.4917], [1.2413, 5.3695, 0.1714], [1.2231, 3.8270, 0.2558], [-1.0246, 5.5630, -2.3263], [0.7368, 5.3964, -2.3970], [0.4323, 3.0767, -2.1872], [-1.2886, 3.2756, -1.8655], [-0.8968, 3.7256, 1.6956], [-2.0812, 3.4419, 0.4301], [-1.1483, 6.0356, 1.2725], [-2.1010, 5.7164, -0.1859], [-0.0180, 6.8090, -0.6218], [1.2661, 5.8487, 1.1486], [2.0610, 5.7557, -0.4318], [1.4138, 3.5246, 1.2811], [2.0018, 3.4034, -0.3765], [0.7498, -0.8991, -6.6907], [0.1591, 0.6451, -5.6664], [-1.6988, 1.1002, -6.0687], [1.3167, 2.1975, -5.9504], [0.3996, 0.1692, -3.7395], [-1.0886, 0.5740, -2.5445], [-2.1482, -0.9962, -2.9601], [0.6528, -0.7071, -7.7590], [0.1409, -1.7708, -6.4486], [1.7922, -1.1379, -6.4807], [-1.7220, 1.8936, -6.8150], [-2.2475, 1.4429, -5.1908], [-2.2230, 0.2400, -6.4849], [1.0984, 2.6732, -6.9057], [2.3681, 1.9094, -5.9471], [1.1682, 2.9413, -5.1629], [1.2573, 0.7188, -3.3413], [0.6326, -0.8926, -3.6362], [-2.4966, -0.9044, -3.9863], [-2.9988, -0.9968, -2.2817], [-1.5584, -1.9001, -2.8376]],
  "forces_ev_per_a": [[0.29, 0.26, 0.13], [-0.01, -0.05, 0.00], [0.03, 0.10, -0.01], [0.00, -0.02, 0.02], [0.01, -0.10, -0.01], [0.02, 0.03, -0.03], [-0.10, 0.03, -0.07], [-0.04, -0.03, 0.01], [-0.14, -0.15, 0.01], [-0.02, -0.13, 0.02], [0.09, -0.01, -0.07], [-0.03, 0.01, 0.01], [-0.01, 0.01, 0.04], [0.00, -0.04, -0.02], [0.00, 0.04, 0.01], [-0.04, -0.01, -0.01], [0.06, -0.01, 0.03], [0.00, -0.01, 0.01], [0.01, -0.08, 0.05], [-0.01, 0.04, -0.03], [0.00, 0.00, -0.01], [0.00, -0.01, 0.00], [0.01, 0.00, 0.00], [0.00, 0.01, 0.00], [0.00, 0.01, 0.00], [-0.01, 0.04, -0.03], [-0.02, 0.01, 0.02], [0.00, 0.05, -0.03], [-0.01, 0.14, 0.03], [0.00, -0.05, -0.03], [0.02, -0.04, 0.01], [0.04, -0.02, 0.01], [0.03, 0.00, -0.14], [-0.01, 0.07, 0.10], [-0.09, -0.05, -0.06], [0.16, 0.10, 0.10], [-0.09, -0.03, 0.00], [0.11, 0.03, 0.02], [-0.24, -0.05, -0.17], [0.09, 0.01, 0.04], [0.09, 0.02, 0.06], [-0.02, 0.03, 0.02], [0.00, -0.02, 0.01], [0.00, -0.01, -0.01], [0.01, 0.00, -0.01], [0.02, -0.02, 0.00], [0.00, -0.01, -0.02], [-0.01, 0.00, -0.02], [-0.05, -0.03, 0.05], [0.01, 0.03, 0.07], [-0.04, -0.04, 0.05], [0.01, -0.05, 0.10], [-0.02, 0.00, 0.01], [0.02, 0.03, 0.00], [0.02, -0.01, 0.00], [0.02, 0.10, 0.08], [0.00, 0.05, -0.09], [-0.13, -0.10, -0.01], [-0.03, 0.03, 0.14], [0.09, 0.08, -0.08], [0.00, -0.02, 0.01], [-0.10, 0.08, -0.06], [0.11, 0.00, 0.00], [0.00, -0.04, -0.03], [-0.01, -0.04, -0.01], [-0.03, 0.00, 0.01], [0.00, 0.00, 0.02], [0.00, 0.00, -0.01], [0.01, 0.00, -0.03], [-0.03, -0.03, 0.02], [-0.03, -0.03, 0.03], [-0.01, 0.00, 0.00], [0.02, -0.03, 0.01], [0.03, -0.04, 0.04], [0.01, -0.03, 0.01], [-0.01, 0.01, 0.00], [-0.01, 0.00, 0.01], [0.06, 0.07, -0.15], [-0.03, -0.08, 0.07], [-0.02, 0.01, 0.08], [0.12, -0.06, 0.13], [0.02, -0.07, -0.32], [-0.14, 0.08, 0.00], [0.00, 0.01, 0.00], [0.00, 0.00, 0.00], [0.00, 0.01, 0.01], [0.01, 0.01, 0.00], [0.02, 0.05, 0.00], [0.00, -0.01, 0.01], [0.00, -0.01, -0.01], [-0.01, -0.03, 0.00], [-0.03, 0.01, -0.03], [-0.01, 0.05, -0.06], [-0.09, 0.04, -0.07], [0.01, -0.01, 0.00], [0.01, -0.02, 0.00], [0.04, 0.00, 0.03]],
  "mulliken_spin": [0.90, 0.00, 0.00, 0.00, -0.01, 0.03, -0.02, 0.01, 0.06, 0.02, 0.01, 0.00, 0.00, 0.00, 0.01, 0.00, 0.00, 0.00, 0.02, -0.01, 0.00, 0.00, 0.00, 0.00, 0.00, 0.00, 0.00, 0.00, 0.00, 0.00, 0.00, 0.00, 0.00, 0.00, 0.05, -0.03, 0.00, 0.01, 0.00, 0.00, 0.00, -0.01, 0.00, 0.00, 0.00, 0.00, 0.00, 0.00, 0.00, 0.00, 0.00, -0.01, 0.00, 0.00, 0.00, 0.00, 0.00, 0.00, 0.00, 0.00, 0.00, 0.00, -0.01, 0.00, 0.00, 0.00, 0.00, 0.00, 0.00, 0.00, 0.00, 0.00, 0.00, 0.00, 0.00, 0.00, 0.00, 0.00, 0.00, 0.00, 0.00, -0.02, 0.00, 0.00, 0.00, 0.00, 0.00, 0.00, 0.00, 0.00, 0.00, 0.00, 0.00, 0.00, 0.00, 0.00, 0.00]
}